i:
Formula: C31H94N20O13
Source: OMol25
Level of theory: wB97M-V/def2-TZVPD

**E_LUMO**: -0.00339 Eh

Each atom is followed by the atoms it is bonded to, with distances in Å.
Positions of all 158 atoms, in Å:
1 C 2.34460 -2.06966 -4.68679  O2 1.246, N3 1.330, N4 1.306
2 O 3.21413 -1.21674 -4.42491  C1 1.246
3 N 1.91281 -2.30709 -5.92230  C1 1.330, H5 1.010, H6 1.010
4 N 1.84565 -2.87664 -3.78977  C1 1.306, H7 1.010, H8 1.010
5 H 1.38722 -3.15683 -6.06995  N3 1.010
6 H 2.29633 -1.77645 -6.69135  N3 1.010
7 H 1.02905 -3.45951 -3.90611  N4 1.010
8 H 2.32591 -2.86505 -2.90135  N4 1.010
9 C 5.13537 1.87505 -4.50067  O10 1.181, N11 1.229, N12 1.281
10 O 5.85092 2.80200 -4.65343  C9 1.181
11 N 5.45550 0.70750 -4.71356  C9 1.229, H13 1.010, H14 1.010
12 N 3.88351 1.95695 -4.24411  C9 1.281, H15 1.010, H16 1.010
13 H 6.43016 0.47334 -4.83730  N11 1.010
14 H 4.79520 -0.00368 -4.43368  N11 1.010
15 H 3.29741 1.13735 -4.31354  N12 1.010
16 H 3.53907 2.89296 -4.08482  N12 1.010
17 C -3.20780 -1.25323 -1.73023  O18 1.193, N19 1.324, N20 1.311
18 O -4.37459 -1.41109 -1.92269  C17 1.193
19 N -2.75292 -0.61647 -0.66192  C17 1.324, H21 1.010, H22 1.010
20 N -2.21408 -1.82170 -2.36869  C17 1.311, H23 1.010, H24 1.010
21 H -1.77825 -0.73002 -0.42272  N19 1.010
22 H -3.26206 -0.20381 0.10658  N19 1.010
23 H -2.35888 -2.48020 -3.12071  N20 1.010
24 H -1.24243 -1.69451 -2.12409  N20 1.010
25 C 2.26960 2.86891 2.57479  O26 1.175, N27 1.336, N28 1.301
26 O 2.88387 3.16732 1.61875  C25 1.175
27 N 2.82006 2.27664 3.63832  C25 1.336, H29 1.010, H30 1.010
28 N 1.06843 3.32968 2.76783  C25 1.301, H31 1.010, H32 1.010
29 H 2.53368 2.42862 4.59487  N27 1.010
30 H 3.74113 1.89379 3.47973  N27 1.010
31 H 0.35521 2.81723 3.26663  N28 1.010
32 H 0.70700 3.95166 2.05890  N28 1.010
33 C 1.33558 4.33454 -3.87218  O34 1.193, N35 1.310, N36 1.285
34 O 2.51172 4.28451 -3.68105  C33 1.193
35 N 0.44597 3.65306 -3.19414  C33 1.310, H37 1.010, H38 1.010
36 N 0.86341 4.76150 -4.98819  C33 1.285, H39 1.010, H40 1.010
37 H -0.53562 3.86915 -3.29358  N35 1.010
38 H 0.80567 3.05840 -2.46128  N35 1.010
39 H 1.46519 5.27351 -5.61732  N36 1.010
40 H -0.14495 4.73431 -5.03877  N36 1.010
41 C -2.04239 3.97058 0.18660  O42 1.200, N43 1.276, N44 1.314
42 O -1.44820 3.89640 1.22634  C41 1.200
43 N -2.12253 5.00312 -0.55915  C41 1.276, H45 1.010, H46 1.010
44 N -2.81830 3.03217 -0.30704  C41 1.314, H47 1.010, H48 1.010
45 H -2.65757 5.06618 -1.41348  N43 1.010
46 H -1.43601 5.69625 -0.29773  N43 1.010
47 H -2.97441 2.97467 -1.30324  N44 1.010
48 H -2.97050 2.20228 0.24813  N44 1.010
49 C 5.01379 3.98105 -1.08684  O50 1.254, N51 1.254, N52 1.335
50 O 5.81764 4.09428 -2.04242  C49 1.254
51 N 5.29289 3.77852 0.11860  C49 1.254, H53 1.010, H54 1.010
52 N 3.68046 3.96098 -1.14536  C49 1.335, H55 1.010, H56 1.010
53 H 4.53292 3.74345 0.78290  N51 1.010
54 H 6.27615 3.68430 0.32938  N51 1.010
55 H 3.21600 3.95020 -2.04217  N52 1.010
56 H 3.07726 3.88256 -0.33908  N52 1.010
57 C -3.72730 2.83217 4.39577  C58 1.562, H63 1.090, H64 1.090, H65 1.090
58 C -2.65108 1.70024 4.40384  C57 1.562, C59 1.546, N62 1.460, H66 1.090
59 C -3.23033 0.33579 4.84187  C58 1.546, O60 1.410, H67 1.090, H68 1.090
60 O -3.38885 0.26059 6.24059  C59 1.410, C61 1.404
61 C -4.16189 -0.86698 6.55994  O60 1.404, H69 1.090, H70 1.090, H71 1.090
62 N -2.17173 1.51354 3.03744  C58 1.460, H72 1.010, H73 1.010
63 H -4.67777 2.50373 3.97524  C57 1.090
64 H -3.42761 3.70236 3.81175  C57 1.090
65 H -3.89176 3.14011 5.42835  C57 1.090
66 H -1.84887 2.06633 5.04457  C58 1.090
67 H -2.61740 -0.48225 4.46340  C59 1.090
68 H -4.23363 0.34228 4.41590  C59 1.090
69 H -5.17478 -0.72733 6.18224  C61 1.090
70 H -4.25285 -0.86851 7.64614  C61 1.090
71 H -3.62125 -1.74056 6.19573  C61 1.090
72 H -2.96625 1.31675 2.44572  N62 1.010
73 H -1.88613 2.41721 2.68829  N62 1.010
74 C -2.02759 4.67448 -7.02251  C75 1.523, H80 1.090, H81 1.090, H82 1.090
75 C -2.65750 3.86550 -5.89589  C74 1.523, C76 1.497, N79 1.454, H83 1.090
76 C -2.22214 2.43386 -5.87295  C75 1.497, O77 1.397, H84 1.090, H85 1.090
77 O -3.13197 1.66116 -5.14773  C76 1.397, C78 1.404
78 C -2.61156 0.54859 -4.46838  O77 1.404, H86 1.090, H87 1.090, H88 1.090
79 N -2.26237 4.67088 -4.75100  C75 1.454, H89 1.010, H90 1.010
80 H -2.34957 4.36496 -8.01681  C74 1.090
81 H -0.94045 4.60902 -6.97845  C74 1.090
82 H -2.32469 5.71903 -7.11614  C74 1.090
83 H -3.72382 4.03470 -6.04562  C75 1.090
84 H -1.32298 2.38265 -5.25895  C76 1.090
85 H -1.91643 1.97298 -6.81223  C76 1.090
86 H -1.90224 -0.01615 -5.07338  C78 1.090
87 H -3.38084 -0.15178 -4.14314  C78 1.090
88 H -2.14455 0.86616 -3.53610  C78 1.090
89 H -3.04645 4.65173 -4.11463  N79 1.010
90 H -2.28692 5.63894 -5.03794  N79 1.010
91 C 1.34446 -4.36546 1.07566  C92 1.521, H97 1.090, H98 1.090, H99 1.090
92 C 1.93890 -4.27068 -0.32162  C91 1.521, C93 1.562, N96 1.423, H100 1.090
93 C 2.99542 -3.13591 -0.50782  C92 1.562, O94 1.401, H101 1.090, H102 1.090
94 O 3.58578 -3.25288 -1.77334  C93 1.401, C95 1.455
95 C 4.68450 -2.32003 -1.97560  O94 1.455, H103 1.090, H104 1.090, H105 1.090
96 N 2.51026 -5.55605 -0.53564  C92 1.423, H106 1.010, H107 1.010
97 H 0.46400 -4.99826 0.96409  C91 1.090
98 H 1.00601 -3.40679 1.46873  C91 1.090
99 H 1.96660 -5.02618 1.67939  C91 1.090
100 H 1.20001 -4.09855 -1.10425  C92 1.090
101 H 3.81859 -3.13824 0.20665  C93 1.090
102 H 2.48783 -2.17588 -0.41399  C93 1.090
103 H 5.13200 -2.46386 -2.95905  C95 1.090
104 H 5.45089 -2.47861 -1.21693  C95 1.090
105 H 4.38989 -1.27272 -1.90896  C95 1.090
106 H 2.69010 -5.47714 -1.52636  N96 1.010
107 H 3.44809 -5.66106 -0.17569  N96 1.010
108 C 3.22243 -3.79240 7.17643  C109 1.576, H114 1.090, H115 1.090, H116 1.090
109 C 2.76815 -3.01177 5.88536  C108 1.576, C110 1.545, N113 1.462, H117 1.090
110 C 1.97967 -1.70759 6.13820  C109 1.545, O111 1.407, H118 1.090, H119 1.090
111 O 1.58654 -1.25116 4.86640  C110 1.407, C112 1.457
112 C 0.63648 -0.14627 4.88015  O111 1.457, H120 1.090, H121 1.090, H122 1.090
113 N 3.98687 -2.69718 5.14228  C109 1.462, H123 1.010, H124 1.010
114 H 3.49202 -4.76942 6.77534  C108 1.090
115 H 2.41523 -3.92302 7.89717  C108 1.090
116 H 4.14009 -3.37979 7.59568  C108 1.090
117 H 2.10345 -3.62482 5.27673  C109 1.090
118 H 2.56020 -0.98237 6.70840  C110 1.090
119 H 1.04705 -2.01551 6.61096  C110 1.090
120 H 0.89245 0.53084 5.69507  C112 1.090
121 H -0.33884 -0.57778 5.10521  C112 1.090
122 H 0.67469 0.38469 3.92897  C112 1.090
123 H 3.80694 -2.26699 4.24636  N113 1.010
124 H 4.56715 -3.49970 4.94396  N113 1.010
125 C 1.46060 0.15042 -1.87968  C126 1.568, H131 1.090, H132 1.090, H133 1.090
126 C 0.52354 1.00164 -0.95402  C125 1.568, C127 1.538, N130 1.474, H134 1.090
127 C 0.15393 0.34345 0.38603  C126 1.538, O128 1.408, H135 1.090, H136 1.090
128 O -0.34478 -0.96911 0.27902  C127 1.408, C129 1.451
129 C -0.89879 -1.51573 1.50332  O128 1.451, H137 1.090, H138 1.090, H139 1.090
130 N 1.16319 2.31122 -0.73537  C126 1.474, H140 1.010, H141 1.010
131 H 2.49721 -0.10937 -1.66508  C125 1.090
132 H 1.50875 0.56069 -2.88837  C125 1.090
133 H 0.99153 -0.82731 -1.98980  C125 1.090
134 H -0.42175 1.29583 -1.41010  C126 1.090
135 H -0.39252 1.03549 1.02681  C127 1.090
136 H 1.12157 0.29591 0.88556  C127 1.090
137 H -1.86994 -1.04299 1.64994  C129 1.090
138 H -0.23756 -1.44886 2.36726  C129 1.090
139 H -1.05296 -2.58474 1.35648  C129 1.090
140 H 2.14465 2.21401 -0.51766  N130 1.010
141 H 0.74319 2.76936 0.06074  N130 1.010
142 C -2.28684 -5.52117 1.78421  C143 1.511, H148 1.090, H149 1.090, H150 1.090
143 C -3.77624 -5.37274 1.98810  C142 1.511, C144 1.595, N147 1.459, H151 1.090
144 C -4.24762 -3.84931 1.96052  C143 1.595, O145 1.391, H152 1.090, H153 1.090
145 O -5.63071 -3.84351 2.11207  C144 1.391, C146 1.424
146 C -6.18696 -2.57237 1.79059  O145 1.424, H154 1.090, H155 1.090, H156 1.090
147 N -4.23362 -6.06698 0.78882  C143 1.459, H157 1.010, H158 1.010
148 H -1.68544 -4.95721 2.49721  C142 1.090
149 H -1.95845 -5.23172 0.78597  C142 1.090
150 H -2.00128 -6.56572 1.90857  C142 1.090
151 H -4.17900 -5.92751 2.83551  C143 1.090
152 H -3.87933 -3.30536 1.09071  C144 1.090
153 H -3.84021 -3.24687 2.77242  C144 1.090
154 H -7.18194 -2.40249 2.20200  C146 1.090
155 H -6.41598 -2.40469 0.73820  C146 1.090
156 H -5.68025 -1.67993 2.15786  C146 1.090
157 H -4.27248 -5.39171 0.03875  N147 1.010
158 H -5.22087 -6.20655 0.94993  N147 1.010

Atom charges from the Mulliken analysis, given in e for atoms 1 to 2:
1. C 0.440
2. O -0.562

=====

ii:
Formula: C31H94N20O13
Source: OMol25
Level of theory: wB97M-V/def2-TZVPD

**E_LUMO**: 0.00629 Eh

Each atom is followed by the atoms it is bonded to, with distances in Å.
Positions of all 158 atoms, in Å:
1 C 0.19434 0.68430 5.66339  O2 1.239, N3 1.291, N4 1.296
2 O -0.15539 -0.01021 4.69929  C1 1.239
3 N -0.40320 1.74867 6.08458  C1 1.291, H5 1.010, H6 1.010
4 N 1.24332 0.47841 6.39584  C1 1.296, H7 1.010, H8 1.010
5 H -1.07432 2.19603 5.47667  N3 1.010
6 H 0.12327 2.36737 6.68470  N3 1.010
7 H 1.32035 0.90886 7.30627  N4 1.010
8 H 1.63187 -0.42888 6.18146  N4 1.010
9 C -0.01517 2.78049 -3.24870  O10 1.205, N11 1.285, N12 1.274
10 O -0.34125 2.25627 -2.21373  C9 1.205
11 N 0.15342 2.17861 -4.37196  C9 1.285, H13 1.010, H14 1.010
12 N 0.21648 4.02599 -3.38390  C9 1.274, H15 1.010, H16 1.010
13 H 0.13487 1.17218 -4.28907  N11 1.010
14 H 0.72257 2.62273 -5.07830  N11 1.010
15 H 0.18063 4.40633 -2.44894  N12 1.010
16 H 0.74968 4.43012 -4.14052  N12 1.010
17 C 3.97432 -1.03388 0.19983  O18 1.224, N19 1.262, N20 1.273
18 O 2.82006 -0.65591 0.35157  C17 1.224
19 N 4.50008 -1.40364 -0.88602  C17 1.262, H21 1.010, H22 1.010
20 N 4.80094 -1.19325 1.15500  C17 1.273, H23 1.010, H24 1.010
21 H 3.99430 -0.95320 -1.63528  N19 1.010
22 H 5.50711 -1.47574 -0.91440  N19 1.010
23 H 4.55068 -0.83867 2.06699  N20 1.010
24 H 5.76552 -1.38899 0.92834  N20 1.010
25 C -0.82961 -1.94229 -5.02380  O26 1.226, N27 1.344, N28 1.333
26 O -0.00317 -2.84605 -5.07506  C25 1.226
27 N -1.10136 -1.25975 -3.89885  C25 1.344, H29 1.010, H30 1.010
28 N -1.39590 -1.44786 -6.12419  C25 1.333, H31 1.010, H32 1.010
29 H -0.52299 -1.45738 -3.09478  N27 1.010
30 H -1.85504 -0.60143 -3.76219  N27 1.010
31 H -2.16784 -0.80928 -5.99602  N28 1.010
32 H -1.29976 -2.21978 -6.76839  N28 1.010
33 C -3.40135 -1.40622 3.93464  O34 1.225, N35 1.280, N36 1.306
34 O -4.27692 -2.19996 3.61379  C33 1.225
35 N -3.48770 -0.17691 3.58742  C33 1.280, H37 1.010, H38 1.010
36 N -2.21298 -1.73826 4.36133  C33 1.306, H39 1.010, H40 1.010
37 H -4.35556 0.19343 3.22720  N35 1.010
38 H -2.64280 0.28765 3.28668  N35 1.010
39 H -1.96997 -2.69505 4.57487  N36 1.010
40 H -1.43873 -1.09607 4.27056  N36 1.010
41 C -0.51682 0.06797 0.77979  O42 1.174, N43 1.249, N44 1.307
42 O -1.66731 0.11851 1.00670  C41 1.174
43 N 0.08490 0.22668 -0.30325  C41 1.249, H45 1.010, H46 1.010
44 N 0.35003 -0.25477 1.70299  C41 1.307, H47 1.010, H48 1.010
45 H -0.44232 0.62772 -1.06568  N43 1.010
46 H 0.92432 -0.32489 -0.40927  N43 1.010
47 H -0.09665 -0.18267 2.60597  N44 1.010
48 H 1.31761 0.00114 1.56739  N44 1.010
49 C 1.23615 -3.00678 -1.74504  O50 1.232, N51 1.263, N52 1.272
50 O 0.94347 -2.00717 -2.40225  C49 1.232
51 N 1.45989 -4.07715 -2.37800  C49 1.263, H53 1.010, H54 1.010
52 N 1.49267 -3.12283 -0.50464  C49 1.272, H55 1.010, H56 1.010
53 H 1.23625 -3.99731 -3.35969  N51 1.010
54 H 1.57372 -5.01169 -2.01226  N51 1.010
55 H 1.76215 -4.02291 -0.13406  N52 1.010
56 H 1.46689 -2.30043 0.08110  N52 1.010
57 C 4.60372 1.63775 -4.06705  C58 1.474, H63 1.090, H64 1.090, H65 1.090
58 C 3.38913 0.81896 -3.89931  C57 1.474, C59 1.583, N62 1.427, H66 1.090
59 C 3.61515 -0.66634 -4.39661  C58 1.583, O60 1.454, H67 1.090, H68 1.090
60 O 4.22696 -0.65659 -5.71537  C59 1.454, C61 1.450
61 C 3.25898 -0.75971 -6.78938  O60 1.450, H69 1.090, H70 1.090, H71 1.090
62 N 3.03754 0.80468 -2.51605  C58 1.427, H72 1.010, H73 1.010
63 H 4.34319 2.66017 -4.34070  C57 1.090
64 H 5.39490 1.13114 -4.61975  C57 1.090
65 H 5.08731 1.76653 -3.09873  C57 1.090
66 H 2.46895 1.23920 -4.30523  C58 1.090
67 H 2.84652 -1.42143 -4.23187  C59 1.090
68 H 4.34755 -1.05735 -3.69035  C59 1.090
69 H 2.53826 -1.57741 -6.78301  C61 1.090
70 H 3.65493 -0.72279 -7.80425  C61 1.090
71 H 2.65026 0.14321 -6.83746  C61 1.090
72 H 2.06918 0.51807 -2.50107  N62 1.010
73 H 3.20018 1.64675 -1.98261  N62 1.010
74 C -5.41946 0.58742 -3.58727  C75 1.501, H80 1.090, H81 1.090, H82 1.090
75 C -4.15106 1.35615 -3.81615  C74 1.501, C76 1.570, N79 1.434, H83 1.090
76 C -4.38043 2.90466 -3.93714  C75 1.570, O77 1.462, H84 1.090, H85 1.090
77 O -5.24406 3.07908 -5.10336  C76 1.462, C78 1.462
78 C -5.38909 4.41957 -5.66757  O77 1.462, H86 1.090, H87 1.090, H88 1.090
79 N -3.19525 1.05223 -2.79150  C75 1.434, H89 1.010, H90 1.010
80 H -6.18862 0.98484 -4.24950  C74 1.090
81 H -5.61934 0.34596 -2.54331  C74 1.090
82 H -5.28707 -0.32893 -4.16249  C74 1.090
83 H -3.67698 1.03748 -4.74449  C75 1.090
84 H -3.40774 3.33062 -4.18317  C76 1.090
85 H -4.79860 3.32461 -3.02233  C76 1.090
86 H -5.66598 5.19608 -4.95450  C78 1.090
87 H -5.95762 4.59899 -6.58009  C78 1.090
88 H -4.41365 4.70318 -6.06277  C78 1.090
89 H -3.55798 1.26017 -1.87210  N79 1.010
90 H -2.33291 1.56160 -2.92201  N79 1.010
91 C 2.64014 3.60216 4.19526  C92 1.510, H97 1.090, H98 1.090, H99 1.090
92 C 2.93995 2.49444 3.21407  C91 1.510, C93 1.527, N96 1.465, H100 1.090
93 C 3.61921 3.01755 1.95088  C92 1.527, O94 1.476, H101 1.090, H102 1.090
94 O 2.62058 3.58620 1.02498  C93 1.476, C95 1.487
95 C 3.15124 4.17982 -0.23089  O94 1.487, H103 1.090, H104 1.090, H105 1.090
96 N 3.76665 1.45622 3.83476  C92 1.465, H106 1.010, H107 1.010
97 H 2.16292 4.49037 3.78120  C91 1.090
98 H 3.49415 4.07519 4.68003  C91 1.090
99 H 2.04832 3.27457 5.04998  C91 1.090
100 H 1.92579 2.23450 2.91073  C92 1.090
101 H 4.01444 2.08335 1.55192  C93 1.090
102 H 4.36654 3.78601 2.14847  C93 1.090
103 H 3.92365 4.86702 0.11444  C95 1.090
104 H 2.38943 4.72098 -0.79204  C95 1.090
105 H 3.60227 3.35639 -0.78464  C95 1.090
106 H 4.45663 1.94263 4.38923  N96 1.010
107 H 3.22204 1.04017 4.57665  N96 1.010
108 C 2.90789 -2.55505 4.20062  C109 1.535, H114 1.090, H115 1.090, H116 1.090
109 C 1.61240 -2.96029 4.91741  C108 1.535, C110 1.515, N113 1.450, H117 1.090
110 C 1.13669 -4.37961 4.68620  C109 1.515, O111 1.474, H118 1.090, H119 1.090
111 O -0.19974 -4.58353 5.27316  C110 1.474, C112 1.416
112 C -1.09460 -5.53196 4.72230  O111 1.416, H120 1.090, H121 1.090, H122 1.090
113 N 1.89724 -2.70196 6.31529  C109 1.450, H123 1.010, H124 1.010
114 H 3.05535 -1.47584 4.15982  C108 1.090
115 H 2.84581 -2.92434 3.17697  C108 1.090
116 H 3.76291 -3.04408 4.66741  C108 1.090
117 H 0.86695 -2.26560 4.53033  C109 1.090
118 H 1.85922 -4.90725 5.30882  C110 1.090
119 H 1.10795 -4.69159 3.64220  C110 1.090
120 H -1.47020 -5.28705 3.72880  C112 1.090
121 H -2.05863 -5.54082 5.23089  C112 1.090
122 H -0.64955 -6.52696 4.72115  C112 1.090
123 H 2.32168 -3.53207 6.70370  N113 1.010
124 H 0.99578 -2.73192 6.76980  N113 1.010
125 C -1.11121 4.80473 2.18722  C126 1.548, H131 1.090, H132 1.090, H133 1.090
126 C -1.07447 3.67623 1.12782  C125 1.548, C127 1.548, N130 1.487, H134 1.090
127 C -2.40158 3.60030 0.33414  C126 1.548, O128 1.386, H135 1.090, H136 1.090
128 O -3.53656 3.81484 1.09939  C127 1.386, C129 1.409
129 C -4.33571 2.65753 1.01185  O128 1.409, H137 1.090, H138 1.090, H139 1.090
130 N 0.08076 3.72987 0.19313  C126 1.487, H140 1.010, H141 1.010
131 H -1.84935 4.62440 2.96872  C125 1.090
132 H -1.36666 5.81505 1.86770  C125 1.090
133 H -0.25346 4.78377 2.85947  C125 1.090
134 H -1.14041 2.68935 1.58587  C126 1.090
135 H -2.28945 2.62785 -0.14529  C127 1.090
136 H -2.63858 4.35944 -0.41127  C127 1.090
137 H -5.34278 2.87121 1.36998  C129 1.090
138 H -3.91404 1.76374 1.47167  C129 1.090
139 H -4.66023 2.44096 -0.00593  C129 1.090
140 H -0.12601 3.13403 -0.59575  N130 1.010
141 H 0.96706 3.41099 0.55767  N130 1.010
142 C -0.70938 -5.39085 0.92461  C143 1.468, H148 1.090, H149 1.090, H150 1.090
143 C -2.10237 -5.00668 0.66361  C142 1.468, C144 1.521, N147 1.408, H151 1.090
144 C -2.33480 -3.56585 0.23569  C143 1.521, O145 1.433, H152 1.090, H153 1.090
145 O -3.60926 -3.34318 -0.38067  C144 1.433, C146 1.462
146 C -3.72588 -1.93420 -0.75164  O145 1.462, H154 1.090, H155 1.090, H156 1.090
147 N -2.47426 -5.85518 -0.39640  C143 1.408, H157 1.010, H158 1.010
148 H -0.43342 -6.34186 1.38018  C142 1.090
149 H -0.17142 -4.68127 1.55325  C142 1.090
150 H -0.09216 -5.30228 0.03058  C142 1.090
151 H -2.75785 -5.01754 1.53443  C143 1.090
152 H -1.70740 -3.15701 -0.55634  C144 1.090
153 H -2.16721 -3.04812 1.18013  C144 1.090
154 H -3.46301 -1.17362 -0.01644  C146 1.090
155 H -4.72809 -1.74466 -1.13600  C146 1.090
156 H -3.13356 -1.68603 -1.63236  C146 1.090
157 H -1.99897 -5.59408 -1.24848  N147 1.010
158 H -3.44421 -5.64004 -0.57806  N147 1.010

Atom charges from the Mulliken analysis, given in e for atoms 1 to 2:
1. C 0.203
2. O -0.341

=====

Most stable of them? i.